No. 1
This record from the OMol25 dataset describes 5 unconnected molecules or ions with the total composition C22H36N5OP. The level of theory is ωB97M-V with the def2-TZVPD basis set.

The calculation puts the orbital gap at 8.8 eV. Its structure (SMILES) is c1cc[nH]c1.c1cc[nH]c1.c1cc[nH]c1.c1cc[nH]c1.COCCCCPCN. Its net charge is 0.

Each line ends with the Löwdin charge.
Geometry (Å):
C  2.880  -2.923  -1.748  -0.11
C  2.057  -2.276  -2.711  -0.11
C  1.112  -3.181  -3.113  -0.14
N  1.333  -4.349  -2.435  0.01
C  2.406  -4.200  -1.602  -0.14
H  3.719  -2.498  -1.224  0.09
H  2.147  -1.261  -3.062  0.09
H  0.305  -3.094  -3.819  0.08
H  0.786  -5.185  -2.531  0.14
H  2.740  -5.009  -0.975  0.11
C  -3.714  -1.802  -4.507  -0.11
C  -4.245  -2.276  -5.739  -0.11
C  -3.213  -2.841  -6.437  -0.14
N  -2.081  -2.729  -5.677  0.00
C  -2.378  -2.098  -4.499  -0.15
H  -4.252  -1.302  -3.719  0.09
H  -5.267  -2.207  -6.072  0.09
H  -3.189  -3.310  -7.406  0.10
H  -1.171  -3.050  -5.951  0.14
H  -1.622  -1.903  -3.758  0.09
C  -2.013  -3.583  4.626  -0.11
C  -2.253  -4.463  5.717  -0.12
C  -2.143  -3.726  6.865  -0.15
N  -1.845  -2.439  6.508  0.00
C  -1.765  -2.340  5.146  -0.15
H  -2.025  -3.834  3.578  0.09
H  -2.483  -5.514  5.663  0.09
H  -2.252  -4.007  7.899  0.10
H  -1.709  -1.679  7.149  0.14
H  -1.544  -1.404  4.659  0.03
C  2.123  5.469  -1.569  -0.11
C  1.643  6.203  -2.688  -0.11
C  0.274  6.180  -2.635  -0.14
N  -0.091  5.463  -1.530  0.01
C  1.028  5.028  -0.875  -0.15
H  3.151  5.287  -1.306  0.09
H  2.235  6.690  -3.445  0.09
H  -0.465  6.611  -3.288  0.11
H  -1.037  5.280  -1.245  0.14
H  0.951  4.440  0.023  0.07
C  3.907  1.867  2.503  -0.11
O  3.428  1.156  1.384  -0.19
C  2.183  1.647  0.921  -0.25
C  1.577  0.653  -0.070  -0.16
C  0.159  0.154  0.240  -0.25
C  -0.128  -0.242  1.705  -0.42
P  -1.546  0.532  2.600  0.91
C  -1.025  2.292  2.820  -0.53
N  -1.042  3.163  1.637  -0.05
H  3.379  1.569  3.417  0.09
H  3.794  2.950  2.367  0.09
H  4.965  1.639  2.617  0.09
H  2.345  2.610  0.417  0.11
H  1.518  1.831  1.774  0.09
H  2.259  -0.190  -0.176  0.10
H  1.544  1.137  -1.049  0.11
H  -0.014  -0.732  -0.373  0.10
H  -0.570  0.884  -0.116  0.08
H  0.747  -0.116  2.348  0.07
H  -0.351  -1.312  1.733  0.06
H  -2.412  0.690  1.494  -0.05
H  -0.041  2.242  3.305  0.06
H  -1.713  2.707  3.558  0.06
H  -0.499  4.001  1.822  0.05
H  -0.594  2.699  0.855  0.02


No. 2
This record from the OMol25 dataset describes C10H12O in the gas phase at a distorted geometry. The level of theory is ωB97M-V with the def2-TZVPD basis set.

The calculation puts the orbital gap at 9.4 eV. Its structure (SMILES) is Cc1cc(C)c(C=O)c(C)c1. Its net charge is 0. The energy relative to the best compared isomer or geometry (same formula, charge and spin) is 60.2 kcal/mol.

Each line ends with the Löwdin charge.
Geometry (Å):
C  3.143  -0.452  0.068  -0.06
C  1.704  -0.256  0.011  -0.33
C  1.240  1.030  0.017  0.03
C  -0.229  1.261  -0.038  -0.17
C  -0.687  2.642  -0.083  -0.05
C  -1.088  0.163  -0.036  -0.12
C  -2.537  0.409  -0.098  -0.20
O  -3.431  -0.295  0.295  0.07
C  -0.526  -1.118  -0.081  -0.13
C  -1.523  -2.378  -0.089  0.00
C  0.830  -1.338  -0.054  -0.01
H  3.751  0.045  -0.685  0.08
H  3.655  -0.171  1.203  0.17
H  3.218  -1.450  0.056  0.01
H  1.966  1.846  0.187  0.13
H  -1.562  2.911  0.765  0.17
H  0.012  3.335  0.131  0.04
H  -1.104  2.866  -0.909  0.01
H  -2.871  1.322  -0.348  0.08
H  -2.085  -2.477  0.728  0.02
H  -0.954  -3.333  -0.234  0.10
H  -2.281  -2.248  -0.773  0.04
H  1.359  -2.315  -0.032  0.13


no.,LUMO level (eV),total energy (Ha)
1,0.65,-1550.17118
2,0.29,-463.38936